No. 1
This record from OMol25 describes a molecular structure, C28H24N2O2PdS3. The level of theory is wB97M-V/def2-TZVPD.

Last column: natural (NBO) charge in e.
Element x y z (Å)
Pd: 1.53118 1.20727 -1.24536  0.118
C: 0.48600 -1.09915 -2.78447  -0.681
C: 0.89233 -0.87557 -1.33489  0.172
N: 0.02747 -0.57311 -0.38840  -0.413
N: -1.26505 -0.26355 -0.78589  -0.386
C: -1.56087 0.95316 -1.06130  -0.086
S: -0.54305 2.35327 -1.23117  -0.453
S: -3.35854 1.14250 -1.28439  0.160
C: -3.36735 2.14783 -2.79505  -0.582
C: -3.10777 1.32452 -4.02440  -0.028
C: -1.83565 1.32662 -4.59372  -0.212
C: -1.56142 0.54148 -5.70544  -0.196
C: -2.55413 -0.24726 -6.26970  -0.245
C: -3.82367 -0.25846 -5.70476  -0.245
C: -4.09266 0.51575 -4.58645  -0.167
C: 2.14475 -1.57558 -0.88020  -0.111
C: 2.06151 -2.79366 -0.23193  -0.207
C: 3.19999 -3.51626 0.13543  -0.359
C: 4.44535 -2.98120 -0.18854  -0.218
C: 4.55751 -1.75972 -0.82889  -0.347
C: 3.41454 -0.97777 -1.16708  0.386
O: 3.51396 0.19967 -1.66707  -0.778
H: -0.59584 -1.22448 -2.85862  0.223
H: 0.98776 -1.98908 -3.17211  0.201
H: 0.77444 -0.24613 -3.40231  0.234
H: -2.56564 2.87550 -2.66235  0.267
H: -4.32071 2.67720 -2.84315  0.207
H: -1.05441 1.91435 -4.12231  0.254
H: -0.55925 0.53271 -6.11663  0.207
H: -2.33660 -0.86456 -7.13361  0.194
H: -4.60053 -0.88571 -6.12781  0.191
H: -5.07447 0.48258 -4.12591  0.192
H: 1.07186 -3.17961 -0.00451  0.200
H: 3.11433 -4.46653 0.65146  0.178
H: 5.34947 -3.52657 0.07380  0.173
H: 5.53169 -1.33526 -1.05016  0.188
O: 2.21209 1.11641 1.71476  -0.965
S: 0.76695 1.33164 1.94795  1.354
C: 0.67941 2.07498 3.60730  -0.253
C: 1.81407 2.07952 4.40241  -0.151
C: 1.76851 2.66859 5.65800  -0.238
C: 0.59507 3.25903 6.11140  -0.236
C: -0.53231 3.26910 5.29945  -0.222
C: -0.48929 2.68396 4.04173  -0.210
C: 0.11001 -0.25178 2.51988  -0.108
C: 1.00528 -1.28676 2.71723  -0.237
C: 0.52259 -2.52392 3.11429  -0.199
C: -0.84085 -2.71673 3.29849  -0.237
C: -1.72902 -1.67358 3.06756  -0.217
C: -1.25379 -0.43447 2.66648  -0.233
H: 2.71510 1.62844 4.00277  0.239
H: 2.65272 2.67236 6.28511  0.198
H: 0.56246 3.72200 7.09078  0.195
H: -1.44360 3.74483 5.64252  0.199
H: -1.35686 2.70539 3.39173  0.222
H: 2.05338 -1.12323 2.49864  0.258
H: 1.21491 -3.34731 3.24386  0.205
H: -1.21622 -3.69075 3.59149  0.192
H: -2.79572 -1.83385 3.16955  0.198
H: -1.94139 0.37095 2.43449  0.216

ΔE to the lowest compared entry with this formula, charge and spin: 35.94 kJ/mol
LUMO energy: 4.36 eV
Largest force on an atom: 0.46 eV Å⁻¹
Multiplicity: 1
Net charge: -2
E_HOMO: 0.5 eV

---

No. 2
This record from OMol25 describes a molecular structure, C28H24N3ScSe. The level of theory is wB97M-V/def2-TZVPD.

Last column: natural (NBO) charge in e.
Element x y z (Å)
Sc: 0.65475 0.08281 -0.02687  1.406
C: 0.86110 -4.79664 1.24057  -0.634
C: 0.43882 -3.99748 0.04184  0.011
C: -0.57926 -3.05558 0.12296  -0.221
C: -0.92126 -2.27352 -0.97861  -0.245
C: -0.23871 -2.43072 -2.18061  -0.231
C: 0.77360 -3.37530 -2.27108  -0.166
C: 1.10164 -4.14760 -1.17209  -0.171
H: 0.12980 -4.72729 2.04574  0.214
H: 1.81443 -4.41694 1.61494  0.231
H: 0.99710 -5.84992 0.99422  0.219
H: -1.12287 -2.93458 1.05317  0.219
H: -1.75398 -1.58220 -0.87970  0.212
H: -0.48877 -1.83450 -3.04847  0.215
H: 1.32055 -3.49544 -3.19590  0.218
H: 1.91232 -4.86207 -1.24430  0.214
C: -1.97233 1.41930 -3.62695  -0.251
C: -1.35537 2.57224 -4.08049  -0.141
C: -0.17072 2.97143 -3.49289  -0.227
C: 0.38186 2.19216 -2.48338  0.204
N: -0.19457 1.05714 -2.06576  -0.487
C: -1.35954 0.70466 -2.61443  0.087
C: 1.59518 2.63256 -1.75252  0.178
C: 2.52952 3.49786 -2.30811  -0.228
C: 3.59669 3.90308 -1.52955  -0.144
C: 3.69816 3.44225 -0.22706  -0.241
C: 2.74949 2.54829 0.23122  0.109
N: 1.71832 2.15149 -0.51727  -0.466
H: -2.91446 1.08006 -4.03178  0.231
H: -1.80334 3.16592 -4.86660  0.225
H: 0.30693 3.89507 -3.78376  0.227
H: -1.82618 -0.18361 -2.21976  0.208
H: 2.43281 3.82799 -3.33196  0.220
H: 4.34731 4.56628 -1.93850  0.223
H: 4.51384 3.73176 0.41857  0.230
H: 2.82309 2.10319 1.21408  0.227
C: 0.85742 -2.22436 3.89474  -0.275
C: -0.28232 -1.84167 4.58280  -0.141
C: -1.13306 -0.90812 4.02482  -0.257
C: -0.84532 -0.37646 2.76937  0.223
N: 0.26365 -0.75765 2.10669  -0.549
C: 1.09942 -1.64875 2.66234  0.070
C: -1.68679 0.64231 2.08342  -0.039
C: -2.90160 1.04457 2.64345  -0.216
C: -3.65259 2.02948 2.02458  -0.231
C: -3.17654 2.61129 0.85654  -0.217
C: -1.97556 2.17873 0.30724  -0.222
C: -1.18755 1.17262 0.88485  -0.514
H: 1.55426 -2.94696 4.29449  0.225
H: -0.50080 -2.26216 5.55654  0.217
H: -2.00755 -0.57974 4.56524  0.219
H: 1.97307 -1.85851 2.05512  0.264
H: -3.27571 0.60004 3.55661  0.196
H: -4.59584 2.34363 2.45188  0.207
H: -3.74789 3.39666 0.37433  0.203
H: -1.64591 2.66642 -0.60768  0.181
Se: 2.87127 -0.86351 -0.19629  -1.017

ΔE to the lowest compared entry with this formula, charge and spin: 36.99 kJ/mol
LUMO energy: -0.39 eV
Largest force on an atom: 0.43 eV Å⁻¹
Multiplicity: 1
Net charge: 0
E_HOMO: -6.1 eV

---

No. 3
This record from OMol25 describes a molecular structure, C28H24N9O3S3W in a non-equilibrium geometry. The level of theory is wB97M-V/def2-TZVPD.

Last column: natural (NBO) charge in e.
Element x y z (Å)
W: -0.33943 1.85998 -0.74781  1.772
N: 0.38881 6.24242 -2.07828  -0.735
C: 0.27995 4.91985 -2.03269  0.295
S: -1.13338 4.25851 -1.24431  0.111
N: 1.19970 4.16796 -2.58129  -0.411
N: 0.81505 2.80020 -2.50859  -0.281
C: 0.15895 1.23056 -4.40418  0.002
C: 0.22150 -0.08081 -4.09313  -0.155
C: 0.62817 -1.00637 -5.15158  -0.084
C: 0.75383 -2.32236 -4.90729  -0.227
C: 0.47894 -2.81283 -3.59033  0.024
C: 0.07362 -2.01747 -2.55169  -0.326
C: -0.08044 -0.63860 -2.75566  0.532
O: -0.49354 0.12030 -1.80921  -0.685
H: -0.25074 6.84238 -1.58451  0.435
H: 1.17111 6.66698 -2.55434  0.439
H: 0.40394 1.50882 -5.42403  0.264
H: 0.82224 -0.59483 -6.13392  0.250
H: 1.05318 -3.01284 -5.68233  0.273
H: 0.60061 -3.87488 -3.40917  0.259
H: -0.13378 -2.43362 -1.57591  0.258
C: -5.97716 1.79433 -1.07326  -0.771
S: -4.96016 1.84456 -2.55353  0.684
C: -3.39404 1.79399 -2.00110  -0.215
S: -2.82129 1.66391 -0.43028  0.214
N: -2.48526 2.03195 -3.09983  -0.142
N: -1.33649 2.17706 -2.66064  -0.113
C: -0.20056 2.42752 -3.55672  0.020
C: 2.00493 1.99407 -2.37080  0.370
C: 3.16431 2.04041 -3.10548  -0.221
C: 4.17760 1.19300 -2.66995  -0.087
C: 3.98286 0.37816 -1.55741  -0.205
C: 2.77767 0.41800 -0.87798  0.075
N: 1.80835 1.23924 -1.30257  -0.476
H: -6.89942 2.30324 -1.34987  0.290
H: -5.50203 2.32302 -0.24975  0.263
H: -6.18949 0.75857 -0.81487  0.272
H: -0.38686 3.29425 -4.19182  0.289
H: 3.28512 2.71878 -3.93790  0.277
H: 5.12727 1.17783 -3.18843  0.268
H: 4.76910 -0.27330 -1.20285  0.271
H: 2.58020 -0.18474 -0.00383  0.243
N: -0.97751 -3.21380 4.53323  -0.525
C: -0.50937 -3.77500 5.69766  0.208
C: -1.04622 -4.74748 6.55011  -0.271
C: -0.28663 -5.06013 7.65005  -0.142
C: 0.96494 -4.44137 7.91445  -0.202
C: 1.48183 -3.48757 7.08114  -0.165
C: 0.71900 -3.14653 5.94756  0.056
N: 0.98436 -2.22520 4.97057  -0.373
C: -0.04035 -2.28914 4.14678  0.262
C: -0.10919 -1.45720 2.97367  0.061
C: 0.85754 -0.44736 2.81102  -0.200
C: 0.82165 0.37131 1.71919  0.039
N: -0.10117 0.23892 0.72359  -0.566
C: -1.02517 -0.73529 0.87386  0.042
C: -1.06302 -1.57974 1.95543  -0.201
H: -1.85370 -3.42833 4.09228  0.423
H: -1.99830 -5.22303 6.36162  0.235
H: -0.64881 -5.80548 8.34515  0.239
H: 1.50988 -4.73660 8.79990  0.240
H: 2.43172 -3.00952 7.27228  0.240
H: 1.61998 -0.32210 3.56695  0.286
H: 1.53681 1.17221 1.62046  0.237
H: -1.73725 -0.85170 0.06895  0.216
H: -1.83099 -2.34034 1.98338  0.234
O: -0.57784 2.74158 0.94375  -0.341
O: 0.73486 2.86170 0.41612  -0.347

ΔE to the lowest compared entry with this formula, charge and spin: 72.25 kJ/mol
LUMO energy: -10.87 eV
Largest force on an atom: 1.01 eV Å⁻¹
Multiplicity: 1
Net charge: +3
E_HOMO: -14.3 eV

---

Number 1: gap between HOMO and LUMO 0.1436 Eh. Number 2: gap between HOMO and LUMO 0.2111 Eh. Number 3: gap between HOMO and LUMO 0.1244 Eh.